Entry from the Open Molecules 2025 dataset: a molecular structure, C25H73AsF6N17O13 at a distorted geometry (ωB97M-V with the def2-TZVPD basis set).

```
135
C25H73AsF6N17O13 | the Open Molecules 2025 dataset | ωB97M-V with the def2-TZVPD basis set
As 6.07 -12.63 0.35
F 5.88 -10.99 0.94
F 6.07 -13.22 1.97
F 6.17 -14.27 -0.23
F 6.01 -12.18 -1.34
F 7.80 -12.49 0.36
F 4.31 -12.89 0.36
C 3.16 -10.58 5.22
O 3.33 -11.71 6.01
C 3.75 -11.39 7.34
C 3.86 -12.71 8.08
N 4.96 -13.54 7.60
C 6.30 -13.24 8.18
C 6.29 -13.25 9.72
O 6.96 -14.45 10.15
C 7.08 -14.46 11.58
H 2.40 -9.87 5.55
H 2.88 -10.91 4.23
H 4.12 -10.10 5.00
H 2.96 -10.71 7.70
H 4.72 -10.89 7.28
H 2.97 -13.28 7.74
H 3.48 -12.66 9.11
H 5.06 -13.25 6.63
H 6.77 -12.37 7.72
H 6.83 -14.18 7.98
H 5.27 -13.36 10.09
H 6.89 -12.41 10.07
H 7.68 -15.38 11.61
H 6.15 -14.59 12.12
H 7.69 -13.63 11.94
C 4.26 -20.40 -5.91
O 4.84 -19.13 -5.63
C 4.39 -18.63 -4.38
C 2.90 -18.40 -4.22
N 2.27 -17.45 -5.10
C 2.85 -16.11 -5.11
C 2.77 -15.43 -3.76
O 3.19 -14.10 -3.90
C 2.97 -13.25 -2.78
H 4.21 -21.01 -5.01
H 4.75 -20.96 -6.70
H 3.22 -20.24 -6.19
H 4.85 -17.63 -4.42
H 4.88 -19.06 -3.50
H 2.78 -18.24 -3.14
H 2.33 -19.34 -4.20
H 2.10 -17.85 -6.01
H 2.30 -15.54 -5.86
H 3.87 -16.17 -5.52
H 3.39 -15.95 -3.02
H 1.77 -15.45 -3.32
H 2.88 -12.22 -3.11
H 3.83 -13.34 -2.11
H 2.06 -13.54 -2.24
C 11.10 -9.20 -2.08
O 10.11 -8.58 -2.88
C 8.89 -8.28 -2.21
C 8.09 -9.51 -1.80
N 7.45 -10.12 -3.00
C 8.45 -10.82 -3.88
C 7.67 -11.73 -4.80
O 7.41 -12.93 -4.10
C 6.12 -13.47 -4.31
H 10.96 -9.19 -1.00
H 12.04 -8.73 -2.39
H 11.14 -10.27 -2.34
H 8.38 -7.72 -2.99
H 9.06 -7.71 -1.29
H 7.17 -9.18 -1.32
H 8.73 -10.23 -1.27
H 7.03 -10.98 -2.64
H 9.13 -11.41 -3.27
H 8.98 -10.08 -4.48
H 8.26 -11.94 -5.70
H 6.77 -11.25 -5.22
H 6.08 -14.50 -3.98
H 5.85 -13.45 -5.38
H 5.35 -12.82 -3.88
C 0.54 -12.58 1.15
O 0.19 -13.54 1.85
N -0.12 -11.36 1.10
N 1.63 -12.56 0.28
H 0.35 -10.60 0.62
H -0.84 -11.30 1.80
H 1.68 -11.60 -0.02
H 2.40 -13.13 0.59
C 2.59 -9.23 -1.08
O 1.56 -9.74 -0.67
N 2.73 -7.85 -1.24
N 3.77 -9.93 -1.27
H 3.58 -7.51 -1.63
H 1.88 -7.33 -1.08
H 3.83 -10.87 -0.91
H 4.47 -9.40 -1.75
C 3.97 -17.94 1.63
O 4.84 -18.21 2.41
N 3.84 -16.67 1.09
N 3.09 -18.88 1.12
H 4.38 -15.94 1.52
H 3.11 -16.38 0.47
H 3.19 -19.81 1.48
H 2.24 -18.70 0.63
C 4.29 -16.23 5.34
O 4.98 -17.17 4.94
N 4.08 -15.05 4.63
N 3.65 -16.21 6.58
H 3.40 -14.34 4.86
H 4.71 -14.82 3.89
H 2.97 -15.50 6.78
H 3.86 -16.79 7.36
C 8.69 -8.20 1.35
O 9.50 -9.10 1.40
N 8.96 -6.86 1.52
N 7.34 -8.50 1.16
H 9.95 -6.69 1.51
H 8.27 -6.14 1.42
H 6.76 -7.69 1.11
H 7.15 -9.49 1.14
C 7.79 -17.70 0.35
O 7.31 -18.33 1.30
N 9.08 -18.10 -0.04
N 7.32 -16.64 -0.40
H 9.71 -17.46 -0.50
H 9.45 -18.83 0.52
H 6.34 -16.43 -0.43
H 7.94 -16.06 -0.93
C 10.73 -14.77 -1.41
O 10.46 -15.71 -0.68
N 11.90 -14.69 -2.22
N 9.90 -13.71 -1.59
H 12.51 -14.02 -1.77
H 12.27 -15.61 -2.40
H 9.14 -13.50 -0.96
H 10.15 -13.11 -2.35
```

Summary:
Kohn-Sham gap	7.582	eV
total charge	-1
LUMO level	1.7274	eV

Atom charges from the Löwdin analysis, given in e for atoms 1 to 8:
1. As 0.78
2. F -0.25
3. F -0.23
4. F -0.26
5. F -0.25
6. F -0.24
7. F -0.28
8. C -0.13